# C24H28F16N2O20S2

A 7-piece molecular cluster, C24H28F16N2O20S2 overall (ωB97M-V/def2-TZVPD, OMol25).

```
92
Properties=species:S:1:pos:R:3:forces:R:3
S -0.432940 5.525672 -2.111006 0.29 1.45 -1.00
S 0.111229 0.821997 -3.091152 -1.94 -2.62 -1.56
F -5.332670 -2.457640 7.275825 0.03 0.00 0.07
F -1.269692 6.404425 -3.147733 0.18 -0.24 0.19
F 5.099408 -0.655222 2.174030 -0.08 0.04 -0.07
F -0.904508 4.229464 -2.879807 0.08 -0.17 0.36
F 0.052341 6.876072 -1.401701 -0.10 -0.27 -0.13
F 1.099069 1.881112 3.390362 -0.07 0.03 -0.07
F -1.970077 -1.267740 -0.711526 -0.12 0.11 0.14
F 1.562785 1.086182 -3.636219 -0.41 0.57 1.06
F 3.246675 -4.411901 -6.972097 -0.03 -0.08 0.04
F -3.382841 3.815574 -1.860641 0.39 0.07 -0.55
F -1.460545 5.799879 0.289812 0.45 -0.30 0.10
F -3.556532 4.358536 0.196621 0.07 0.33 0.17
F 0.472252 4.696806 -1.104878 -0.30 -0.28 -0.02
F -2.783254 6.375747 -1.281499 -0.07 0.05 -0.31
F 0.805894 5.624754 -3.090328 -0.12 -0.12 0.26
F -0.649496 -3.224199 0.297147 0.09 -0.23 0.21
O -3.007784 0.706477 2.180372 0.06 -0.02 -0.07
O 0.065200 -0.584173 -2.794164 0.83 0.69 0.60
O -1.319053 -0.971212 8.455772 0.02 -0.02 -0.08
O 1.115360 -4.907578 -3.108675 0.07 -0.32 -0.46
O -4.853483 -0.769220 -4.035740 0.03 0.03 0.00
O -0.768507 1.191915 -4.154722 0.42 1.22 0.75
O 2.317960 -5.053718 -5.014206 -0.41 -0.05 -0.11
O 6.558839 -1.050936 -0.919796 -0.21 0.05 0.16
O 4.645022 -0.319202 -0.016761 0.18 -0.42 -0.12
O -3.324388 -1.974804 8.189619 -0.11 0.41 0.15
O 3.544543 -4.007421 1.537357 -0.02 0.02 -0.03
O -4.083181 -2.639563 -3.045688 0.09 0.22 0.19
O -2.929295 0.008088 7.226834 -0.16 -0.20 0.07
O 5.019091 -0.054336 -2.225358 -0.02 0.08 0.03
O -3.491759 -0.632767 -2.237064 -0.43 -0.36 0.07
O -0.915484 1.509469 2.433746 -0.12 0.23 0.32
O 0.746474 -3.480400 -4.799215 0.12 -0.16 -0.11
O 1.343842 -3.563081 1.312610 0.22 0.33 -0.08
O -2.060094 0.793183 4.218702 0.18 0.13 -0.17
O 2.716960 -3.303735 -0.432269 -0.18 0.02 0.27
N -0.091763 1.785873 -1.728476 0.58 0.21 -0.87
N 0.780101 1.273768 -0.721941 0.64 0.13 0.44
C -1.831473 2.894091 -0.278221 0.31 -0.41 -0.48
C 2.624226 -3.664438 0.865051 0.07 -0.22 -0.04
C -3.116710 -2.877144 -2.015770 0.00 -0.39 -0.05
C 1.377044 -3.088110 -0.922131 -0.09 0.07 -0.43
C -0.233784 2.009189 3.579398 0.31 -0.24 -0.08
C -0.735278 1.102613 4.675138 -0.06 -0.01 0.47
C -4.585551 -1.458023 7.801945 0.03 -0.34 -0.23
C 1.369958 -4.518148 -4.202555 -0.02 0.08 0.26
C -2.088927 0.971979 2.881250 -0.26 -0.28 -0.11
C 6.675449 -1.228688 0.495670 0.34 -0.20 0.03
C 2.069603 -4.552278 -6.319143 0.40 0.14 0.03
C 2.733741 2.072129 0.596797 -0.32 0.25 -0.21
C -4.209166 -1.296119 -3.196666 -0.01 0.05 -0.35
C 2.121812 1.887601 -0.785539 0.68 -0.51 -0.24
C -4.210226 -0.432213 6.761360 -0.13 0.37 -0.23
C -1.892861 5.452547 -0.929806 -0.56 0.08 0.32
C -2.633131 4.093585 -0.786172 -0.31 -0.55 1.04
C -2.412176 -0.980383 8.002493 0.30 -0.04 0.01
C -3.175396 -1.586465 -1.241536 0.38 0.14 -0.04
C 5.233973 -1.195523 0.934734 -0.01 0.25 0.24
C 1.420025 -3.219848 -6.035581 -0.23 0.29 -0.18
C 5.376786 -0.436431 -1.162202 0.00 0.11 -0.26
C 0.635424 -2.793363 0.350438 -0.18 -0.13 -0.07
C -1.519778 1.793237 -1.298844 0.39 -0.62 0.16
H -4.911467 0.396808 6.708470 0.16 0.12 0.09
H 1.018236 -3.995482 -1.423847 0.05 0.38 0.52
H 2.207390 2.857850 1.148185 -0.04 -0.21 0.12
H -0.479729 3.064091 3.715196 0.11 0.02 -0.05
H -1.679324 0.835853 -0.797062 -0.08 0.13 -0.05
H 3.774797 2.389436 0.518610 -0.06 -0.11 -0.11
H 2.716180 1.123699 1.136667 -0.04 0.16 0.15
H 2.156629 -2.428550 -5.889607 0.12 -0.12 -0.01
H -2.154615 1.784075 -2.182985 0.03 0.29 0.07
H 4.730956 -2.160563 0.903566 0.00 0.01 0.15
H 0.383616 1.399622 0.201892 -0.39 0.14 -0.18
H 1.342120 -2.260478 -1.627946 0.23 0.04 0.08
H -5.095095 -1.051052 8.677313 -0.08 -0.10 -0.01
H 1.439000 -5.257762 -6.863186 0.10 -0.03 -0.06
H -0.151366 0.184313 4.749767 0.09 0.06 -0.15
H -3.384268 -3.744886 -1.418174 -0.19 0.00 -0.12
H 0.648511 -1.741000 0.644572 -0.16 -0.02 0.03
H -2.134612 -3.039445 -2.463733 0.05 0.18 0.07
H -4.105559 -0.873441 5.769171 -0.03 -0.15 0.07
H 2.756446 1.181527 -1.333102 0.00 0.20 -0.03
H 7.168849 -2.167616 0.732806 -0.03 -0.05 -0.23
H -0.912065 3.185206 0.235185 -0.14 0.29 -0.15
H 2.118893 2.814595 -1.366340 -0.22 0.01 0.19
H -2.432846 2.413343 0.494130 -0.23 0.25 -0.14
H -3.936233 -1.562388 -0.458416 0.13 0.07 0.10
H 7.250934 -0.404234 0.920416 -0.15 0.06 0.07
H 0.717309 -2.914417 -6.806333 -0.17 -0.04 0.17
H -0.761965 1.584955 5.648529 -0.24 -0.03 -0.01
```
Forces are in eV/Å.

As for the total charge: 0. Its LUMO energy is 0.106 eV. As for the spin multiplicity: 1. For the HOMO-LUMO gap, the calculation gives 9.5 eV. The structure (SMILES) is CCNN(CCC(F)(F)C(F)(F)S(F)(F)(F)(F)F)S(=O)(=O)F.O=C1OC[C@@H](F)O1.O=C1OC[C@@H](F)O1.O=C1OC[C@@H](F)O1.O=C1OC[C@@H](F)O1.O=C1OC[C@@H](F)O1.O=C1OC[C@@H](F)O1.